49
Properties=species:S:1:pos:R:3:forces:R:3 method="wB97M-V/def2-TZVPD" charge=0 smiles="CCOC(OCC)[C@@H]1C[C@H]2C[C@@H](C(C)C)[C@@H]1C=C2C" spin_multiplicity=1 relative_energy_kcal_mol=12.7 homo_lumo_gap_ev=9.52
C -3.56312 3.58863 0.39017 -0.5 0.8 -0.9
C -3.34841 2.13840 0.00480 0.0 0.0 -0.2
O -2.00339 1.76000 0.25379 0.5 -0.5 0.7
C -1.54098 0.55896 -0.36500 0.0 0.0 0.0
O -2.37996 -0.58187 -0.10196 1.3 1.5 -0.3
C -2.54915 -0.93833 1.26517 -0.6 0.1 -0.3
C -3.93786 -1.52566 1.30123 -0.6 -0.6 -0.1
C -0.05073 0.38842 0.01133 -0.1 -0.1 0.7
C 0.75422 1.65093 -0.41383 0.1 0.6 1.3
C 2.00366 1.21856 -1.18104 -0.3 0.1 -0.8
C 2.85291 0.30792 -0.26929 0.1 -0.7 -0.8
C 2.13481 -1.05655 -0.02816 -0.2 0.5 0.7
C 2.31254 -1.57266 1.43497 0.0 -0.5 -0.7
C 3.77574 -1.84494 1.83024 -0.5 0.7 -0.4
C 1.51126 -2.88690 1.63765 0.1 1.4 1.0
C 0.65578 -0.90884 -0.53047 -0.4 0.1 -0.4
C 0.79069 -0.70491 -2.01197 0.8 1.9 0.1
C 1.45783 0.42742 -2.34702 0.0 -1.7 -0.8
C 1.61191 0.84433 -3.79574 -0.2 -0.5 0.4
H -3.42842 3.74005 1.44754 0.0 0.0 0.5
H -4.58792 3.98524 0.10074 1.1 -0.8 0.4
H -2.83956 4.23856 -0.11909 -0.1 -0.2 0.0
H -4.02752 1.51367 0.56835 -0.2 -0.4 0.3
H -3.56771 1.96801 -1.04131 -0.1 0.0 -0.5
H -1.56572 0.77315 -1.43225 -0.4 -0.6 -0.4
H -2.47384 -0.09111 1.95482 0.0 0.2 -0.3
H -1.81010 -1.66959 1.61509 0.1 -0.1 -0.3
H -3.99894 -2.44028 0.66999 0.1 0.7 0.3
H -4.75475 -0.82660 0.99107 0.9 -0.4 0.2
H -4.11193 -1.83416 2.31785 -0.4 -0.2 0.5
H -0.03614 0.33877 1.09482 0.0 0.0 0.4
H 1.10690 2.21180 0.49078 -0.4 -0.4 -0.5
H 0.12073 2.37733 -0.95302 0.3 -0.5 -0.1
H 2.57382 2.10660 -1.51623 -0.2 -0.4 0.2
H 3.84901 0.12549 -0.71849 -0.5 0.2 0.2
H 3.00824 0.81242 0.66809 0.1 0.3 0.6
H 2.55500 -1.79310 -0.71061 0.2 -0.2 0.1
H 1.91494 -0.80687 2.10523 -0.1 0.0 0.1
H 4.14085 -2.71611 1.32342 0.2 -0.6 -0.4
H 4.46462 -1.03359 1.61251 0.0 0.3 -0.1
H 3.82946 -2.03374 2.88786 0.0 -0.1 0.5
H 1.59244 -3.52393 0.77777 0.2 -0.5 -0.3
H 0.47062 -2.59487 1.75493 -0.3 -0.3 0.0
H 1.83372 -3.37522 2.57800 -0.2 0.0 -0.6
H 0.07020 -1.82393 -0.34848 0.1 0.5 0.2
H 0.34836 -1.34380 -2.74577 -0.2 -0.4 -0.3
H 0.90310 1.64691 -3.97026 0.0 0.4 -0.3
H 1.30518 0.00743 -4.46225 0.4 0.5 0.4
H 2.62760 1.19854 -4.02600 -0.3 -0.2 0.0